73
Properties=species:S:1:pos:R:3:forces:R:3 method="wB97M-V/def2-TZVPD" total_charge=0 molar_mass_g_mol=748.65 relative_energy_ev=0.000 homo_energy_ha=-0.2807 lumo_energy_ha=0.0127 multiplicity=1
Y -0.412 0.385 0.984 -0.02 -0.32 0.20
O 1.412 0.615 -0.572 0.14 0.29 0.17
C 2.092 -0.581 -1.090 -0.19 -0.22 0.07
C 1.001 -1.700 -1.004 0.12 0.43 0.00
O 1.144 -2.756 -1.569 0.13 0.06 -0.02
O 0.012 -1.342 -0.255 -0.37 -0.24 0.25
C 3.252 -0.895 -0.160 0.01 0.00 -0.05
C 3.278 -2.034 0.634 0.01 0.02 0.09
C 4.329 -2.242 1.519 -0.02 -0.02 -0.01
C 5.359 -1.321 1.613 0.01 0.00 0.00
C 5.347 -0.189 0.807 0.01 0.01 0.01
C 4.304 0.016 -0.078 0.00 0.00 0.00
C 2.507 -0.363 -2.524 0.02 0.07 -0.08
C 1.799 0.518 -3.335 0.01 0.00 -0.01
C 2.152 0.677 -4.667 -0.01 0.02 -0.01
C 3.203 -0.051 -5.201 0.02 -0.01 -0.02
C 3.900 -0.944 -4.399 -0.01 0.00 0.02
C 3.556 -1.099 -3.065 -0.02 0.00 -0.01
H 2.026 1.363 -0.578 0.05 -0.09 -0.04
H 2.487 -2.770 0.565 0.01 0.02 -0.01
H 4.339 -3.132 2.135 0.00 0.01 0.00
H 6.174 -1.488 2.305 0.00 0.01 -0.01
H 6.155 0.530 0.864 0.00 -0.01 0.00
H 4.319 0.887 -0.726 -0.01 -0.01 0.00
H 0.966 1.076 -2.930 0.01 -0.01 0.01
H 1.597 1.369 -5.288 0.00 0.00 0.00
H 3.477 0.073 -6.241 0.00 0.00 0.01
H 4.716 -1.523 -4.810 0.00 0.00 -0.01
H 4.096 -1.801 -2.444 0.00 0.00 -0.01
C -2.644 -1.329 3.511 -0.05 0.05 0.03
S -1.274 -1.867 2.470 -0.11 -0.11 0.06
C -2.171 -2.877 1.276 0.00 -0.06 -0.03
H -3.450 -0.949 2.884 0.01 0.00 -0.03
H -2.282 -0.530 4.152 0.03 -0.02 0.01
H -2.994 -2.159 4.121 0.02 -0.03 -0.03
H -2.636 -3.716 1.790 0.02 0.01 0.03
H -1.448 -3.239 0.549 0.01 0.02 0.01
H -2.922 -2.273 0.770 0.00 0.03 0.01
F 2.667 0.987 4.366 -0.13 0.04 0.04
C 2.062 1.154 3.208 -0.19 -0.19 0.10
F 2.894 1.732 2.353 0.08 0.02 0.04
F 1.740 -0.081 2.712 0.38 0.12 -0.22
S 0.436 2.054 3.284 0.16 -0.13 -0.19
O -0.503 0.941 3.443 -0.04 -0.06 0.16
O 0.516 3.060 4.277 -0.04 0.06 0.01
O 0.329 2.465 1.869 0.26 0.15 -0.35
C -4.196 2.119 -2.701 0.12 -0.09 -0.02
Si -2.660 1.362 -1.908 -0.03 0.04 -0.17
C -2.271 -0.215 -2.862 -0.02 0.06 0.04
C -1.231 2.585 -2.184 -0.06 0.08 -0.14
As -3.036 0.837 0.329 -0.32 -0.02 -0.27
Si -3.786 2.876 1.169 0.09 0.12 0.12
C -5.656 2.991 0.980 0.08 -0.04 -0.01
C -3.359 2.898 3.006 -0.17 0.16 -0.05
C -3.042 4.413 0.369 0.00 -0.03 0.16
H -4.039 2.220 -3.779 0.00 0.01 0.01
H -4.440 3.107 -2.309 0.02 0.01 0.07
H -5.060 1.470 -2.547 0.01 0.00 0.00
H -2.092 0.030 -3.914 0.00 0.00 0.01
H -3.117 -0.905 -2.820 0.00 0.02 0.02
H -1.397 -0.754 -2.491 0.01 0.05 0.05
H -0.782 2.408 -3.167 -0.03 0.02 -0.01
H -0.424 2.562 -1.447 -0.04 -0.11 0.03
H -1.606 3.611 -2.189 -0.02 -0.02 0.05
H -6.163 2.150 1.457 0.04 -0.01 0.00
H -5.947 2.998 -0.073 0.02 -0.01 0.00
H -6.024 3.914 1.438 0.01 0.00 -0.01
H -3.522 1.931 3.485 0.00 -0.03 -0.04
H -3.996 3.629 3.515 0.03 0.00 0.02
H -2.323 3.193 3.183 0.01 -0.02 -0.04
H -3.292 4.517 -0.686 -0.03 -0.07 -0.03
H -1.955 4.437 0.469 -0.02 -0.04 0.00
H -3.442 5.293 0.884 0.02 0.00 0.00